# 1
This record from the Open Molecules 2025 dataset describes C24H28N2O in the gas phase. The level of theory is ωB97M-V/def2-TZVPD.

```
55
Properties=species:S:1:pos:R:3:forces:R:3:mulliken_charge:R:1
C -1.63356 6.49891 -1.46797 -0.07 0.51 -0.09 -1.4382
C -1.59447 5.03841 -1.14515 0.09 -0.18 0.16 0.7973
C -1.76349 4.62640 0.17485 0.19 -0.27 0.36 -0.7108
C -1.61415 3.29029 0.55153 -0.24 -0.08 -0.53 -0.0931
C -1.33663 2.34471 -0.44930 -0.64 -0.32 -0.15 0.0814
O -1.38523 0.98089 -0.17090 -0.93 1.18 -0.79 -0.3664
C -1.23656 2.72680 -1.79776 -0.27 0.06 0.79 -0.3284
C -1.36561 4.07349 -2.12222 0.05 -0.07 0.10 -0.6258
H -1.49185 6.69445 -2.53159 -0.02 -0.10 0.01 0.3488
H -2.57829 6.96445 -1.17280 0.00 -0.10 -0.01 0.3356
H -0.84591 7.04104 -0.93349 -0.05 -0.11 -0.06 0.3088
H -2.03232 5.36860 0.93037 0.16 -0.19 -0.16 0.3439
H -1.82881 2.97363 1.57847 0.25 0.06 -0.43 0.4281
H -1.12952 1.96499 -2.56521 0.12 0.09 0.21 0.4600
H -1.31128 4.38708 -3.15803 0.09 -0.04 -0.02 0.2904
C -4.04061 -4.85005 2.82031 0.05 0.01 -0.09 -1.0050
N -2.66201 -4.42142 2.89924 -0.09 -0.50 0.54 0.0710
C -1.79957 -5.44832 3.44424 0.16 -0.05 -0.05 -1.1190
C -2.15702 -3.26898 2.35577 -0.04 1.13 -0.91 1.5579
C -2.98362 -2.23296 1.80983 0.36 -0.64 0.51 -0.8685
C -2.43450 -1.06585 1.28418 -0.06 -0.05 -0.31 -0.9763
C -1.05271 -0.86105 1.24542 0.79 -0.13 0.55 0.0281
C -0.42701 0.42083 0.67704 0.84 -0.08 0.53 0.5417
C 0.89410 0.30628 -0.10571 -0.13 -0.72 0.16 -0.2483
C 1.55173 1.45306 -0.57381 -0.23 0.24 -0.20 -0.4969
C 2.61110 1.32710 -1.46088 0.69 -0.69 0.22 -0.8866
C 3.27634 0.07310 -1.59006 -1.23 0.18 0.24 0.5641
N 4.41666 -0.02830 -2.35919 0.91 0.53 -0.43 0.1625
C 5.57699 -0.76518 -1.92259 -0.38 -0.12 0.09 -1.0225
C 4.47583 0.53888 -3.68802 -0.04 -0.08 -0.01 -0.9788
C 2.69425 -1.06569 -0.99421 -0.20 0.72 -0.48 -0.7792
C 1.42234 -0.94270 -0.43951 0.28 0.25 0.26 -0.5024
C -0.23581 -1.84485 1.84421 -0.53 0.34 -0.57 -1.0681
C -0.75925 -3.04382 2.29533 -0.36 -0.23 0.42 -0.4422
H -4.72287 -4.01002 2.70768 0.02 -0.12 0.03 0.3299
H -4.19724 -5.56677 2.00030 -0.07 0.19 -0.04 0.3237
H -4.26972 -5.38655 3.74835 -0.21 0.25 -0.14 0.3169
H -1.00159 -5.02940 4.06655 -0.15 -0.03 -0.10 0.3611
H -2.41490 -6.10243 4.07098 0.23 0.12 -0.05 0.2951
H -1.34378 -6.08215 2.66756 0.02 0.12 0.06 0.3371
H -4.06832 -2.34850 1.81348 0.36 0.09 -0.04 0.1071
H -3.11751 -0.31401 0.86480 0.44 -0.37 0.18 0.3588
H -0.21902 1.10659 1.52036 -0.17 -0.06 -0.15 0.3608
H 1.20726 2.46389 -0.30501 0.05 -0.63 -0.23 0.5334
H 3.00365 2.17733 -2.02940 -0.09 -0.17 0.60 0.4155
H 5.73989 -0.61016 -0.84707 0.00 -0.09 -0.22 0.3234
H 5.48013 -1.84302 -2.11262 0.23 -0.02 0.01 0.2927
H 6.44145 -0.37885 -2.47477 -0.05 -0.20 0.20 0.3304
H 3.69320 1.29927 -3.81489 0.32 -0.27 -0.06 0.3354
H 5.46434 0.99465 -3.84746 -0.29 0.06 -0.06 0.2942
H 4.33930 -0.23836 -4.46557 -0.02 0.25 0.13 0.2886
H 3.18387 -2.03272 -1.06531 -0.16 0.09 -0.21 0.3060
H 0.82342 -1.82610 -0.25112 0.34 0.03 0.16 0.7552
H 0.84102 -1.69513 1.87478 -0.25 -0.09 0.07 0.6762
H -0.08209 -3.83181 2.61599 -0.08 0.28 0.05 0.2952
```
Forces are in eV/Å.

As for the total energy: -30368.5509 eV. Its LUMO energy is 0.83 eV. For the largest force on an atom, the calculation gives 1.694 eV Å⁻¹. For the HOMO energy, the calculation gives -7.245 eV.

# 2
This record from the Open Molecules 2025 dataset describes a gas-phase ion, C3H10N3 (charge +1). The level of theory is ωB97M-V/def2-TZVPD.

```
16
Properties=species:S:1:pos:R:3:forces:R:3:mulliken_charge:R:1
C 0.03847 -1.40288 1.69011 -1.40 -0.13 -0.39 -0.8458
C -0.93878 -0.52979 0.85700 0.14 0.07 -0.45 -0.5367
N -0.47699 -0.37118 -0.55364 0.70 0.42 0.99 -0.2865
C 0.21547 0.69886 -0.96713 0.05 0.18 -0.26 0.7857
N 0.99735 0.60076 -2.03508 0.05 -0.34 -0.66 -0.3637
N 0.14298 1.89138 -0.35707 -0.30 -0.32 0.47 -0.3395
H -0.56405 -2.26497 2.02968 0.73 0.16 -0.15 0.2836
H 0.45131 -0.93170 2.57603 0.10 0.25 -0.15 0.3181
H 0.81200 -1.69832 0.99195 0.41 -0.42 0.36 0.2705
H -1.89341 -1.02839 0.72176 -0.20 0.19 0.49 0.3310
H -1.08387 0.46981 1.26264 -0.31 -0.27 0.14 0.2897
H -0.22320 -1.27048 -0.94013 0.10 0.19 -0.35 0.2844
H 1.07731 -0.26708 -2.53906 -0.14 -0.01 0.00 0.1982
H 1.47435 1.38053 -2.45626 -0.06 0.15 0.26 0.2067
H 0.22888 2.76850 -0.84216 0.32 -0.15 -0.22 0.2449
H -0.25782 1.95495 0.56135 -0.18 0.04 -0.08 0.1593
```
Forces are in eV/Å.

As for the total energy: -7737.8394 eV. Its LUMO energy is -3.05 eV. For the largest force on an atom, the calculation gives 1.458 eV Å⁻¹. For the HOMO energy, the calculation gives -14.937 eV. As for the total charge: +1.

# 3
This record from the Open Molecules 2025 dataset describes 6 unconnected molecules or ions with the total composition C18H51N3O6. The level of theory is ωB97M-V/def2-TZVPD.

```
78
Properties=species:S:1:pos:R:3:forces:R:3:mulliken_charge:R:1
C -4.98119 -2.82439 0.83176 0.29 -0.86 0.05 -1.3731
C -5.55377 -2.55577 2.24146 -0.02 -0.33 -0.23 0.3498
C -4.52652 -2.59300 3.37836 0.56 -0.21 0.20 -0.6311
O -5.09399 -2.47748 4.67620 -2.00 0.89 -1.72 -0.3245
C -4.21971 -2.58905 5.72723 0.85 -0.13 0.00 -0.6970
N -6.27745 -1.28648 2.11798 0.14 -0.67 0.14 -0.6797
H -4.23887 -2.10720 0.48148 -0.26 0.44 0.14 0.3083
H -5.80263 -2.91045 0.12048 -0.09 0.59 0.09 0.3373
H -4.48405 -3.78280 0.68210 0.18 -0.27 0.66 0.3910
H -6.23603 -3.37630 2.46360 -0.42 0.14 -0.07 0.2987
H -3.79623 -1.79968 3.21897 0.23 0.38 0.05 0.2865
H -3.96179 -3.52529 3.37468 0.10 -0.36 -0.37 0.3806
H -4.64018 -2.09664 6.60406 -0.11 -0.34 0.03 0.2427
H -3.28333 -2.08374 5.49068 0.35 0.07 0.11 0.3006
H -4.02424 -3.65301 5.86104 0.29 -0.11 0.65 0.2741
H -6.83936 -1.11054 2.93860 0.15 0.20 0.19 0.2889
H -5.54906 -0.59145 2.03738 -0.22 0.56 0.09 0.2485
C -0.65861 -0.64343 -5.89328 -0.03 -0.74 0.58 -1.4778
C 0.81778 -0.69974 -5.54778 0.24 1.14 0.20 0.4977
C 1.33427 -2.05473 -5.11711 -0.47 -0.31 0.31 -0.8547
O 0.68247 -2.48589 -3.91609 0.56 -0.52 -0.16 -0.2799
C 0.93787 -3.88330 -3.75013 -0.56 -0.04 -0.52 -0.7655
N 1.54302 -0.17251 -6.73036 0.06 -0.30 0.88 -0.6169
H -1.25018 -1.11530 -5.10875 -0.07 -0.12 -0.08 0.3436
H -0.77155 -1.19058 -6.82921 -0.48 0.02 -0.08 0.4027
H -1.02071 0.38129 -5.97668 0.22 0.00 -0.25 0.3457
H 0.95254 -0.05291 -4.68086 0.28 0.37 -0.01 0.2297
H 2.39590 -2.13895 -4.88483 0.39 0.70 -0.37 0.4127
H 1.16967 -2.70661 -5.97505 -0.34 -0.70 0.01 0.3689
H 0.47278 -4.33267 -4.62755 -0.21 -0.70 0.24 0.3278
H 0.55560 -4.28372 -2.81117 -0.51 0.44 -0.12 0.2522
H 1.97260 -4.22578 -3.76001 0.54 0.71 -0.14 0.3005
H 2.30387 -0.79843 -6.95265 0.22 0.10 -0.25 0.2525
H 0.89829 -0.16590 -7.50777 0.18 -0.03 -0.20 0.2608
C 4.77768 3.23612 -1.82087 0.41 0.00 1.04 -1.4640
C 3.97936 4.47856 -2.16048 -1.28 -1.52 -1.09 0.6425
C 4.20109 5.71252 -1.28530 0.69 -0.04 -1.26 -0.6516
O 3.42182 6.81793 -1.67331 -0.95 0.50 -0.46 -0.3631
C 2.00250 6.69497 -1.61831 0.46 -0.64 0.17 -0.6970
N 4.04046 4.74570 -3.62646 0.82 1.10 1.31 -0.7490
H 4.53191 2.34025 -2.39106 -0.08 0.37 -0.59 0.3592
H 4.51580 2.91380 -0.81309 0.16 0.19 0.34 0.3568
H 5.85526 3.39800 -1.84803 0.05 0.00 -0.15 0.3277
H 2.94910 4.16099 -1.99981 -0.43 0.04 0.56 0.1927
H 5.19892 6.10068 -1.48971 0.32 -0.26 0.38 0.3351
H 4.07916 5.47978 -0.22744 -0.07 -0.17 0.13 0.3317
H 1.55861 7.66456 -1.84405 0.19 -0.02 0.36 0.2604
H 1.71358 6.27915 -0.65305 -0.24 0.42 0.35 0.3222
H 1.58650 5.98521 -2.33334 0.21 -0.12 -0.43 0.2681
H 3.47078 5.57681 -3.69591 -0.08 0.15 -0.86 0.2777
H 3.64394 3.99192 -4.16931 -0.19 -0.02 0.18 0.2512
C 1.05955 0.51702 3.20165 0.67 -0.93 0.04 -1.0423
C 1.06843 -0.74813 2.26971 -0.39 1.40 1.60 -0.1629
O 0.44336 -0.24067 1.13655 -0.33 -0.19 -1.57 -0.4754
H 1.39486 0.30399 4.21667 0.28 -0.06 -0.06 0.3377
H 0.10632 1.03291 3.31703 -0.32 -0.55 -0.39 0.2788
H 1.71699 1.24585 2.72764 0.17 -0.02 0.18 0.2652
H 0.52269 -1.60910 2.65569 -0.21 0.03 0.38 0.2621
H 2.07606 -1.10776 2.06129 0.28 0.28 0.08 0.2681
H 0.59200 -0.86159 0.41964 -0.17 0.04 -0.29 0.2672
C -4.32952 4.53488 -1.59898 0.43 0.03 0.58 -1.0423
C -3.49352 3.26336 -1.29109 -0.11 0.86 -0.52 -0.1067
O -3.41155 3.12985 0.11179 -0.53 0.26 0.62 -0.5251
H -3.71490 5.40923 -1.38485 0.04 0.03 0.21 0.2598
H -5.19424 4.59640 -0.93826 -0.03 -0.19 0.00 0.2871
H -4.67708 4.70115 -2.61861 0.14 -0.65 -0.13 0.3464
H -2.48301 3.43093 -1.66377 0.07 -0.18 -0.40 0.2234
H -3.91972 2.37748 -1.76190 -0.07 -0.10 -0.01 0.2741
H -2.82268 2.42418 0.38897 0.09 -0.07 -0.35 0.2827
C 4.45591 -5.56087 5.92156 -0.51 1.06 0.98 -0.9450
C 3.69820 -5.02839 7.18767 1.86 -0.81 0.62 -0.2726
O 2.52818 -4.36814 6.88677 -1.40 0.34 -1.10 -0.5069
H 5.32365 -6.15850 6.20083 -0.10 0.00 0.21 0.3210
H 4.83164 -4.65334 5.44901 0.02 -0.18 -0.44 0.2417
H 3.85620 -6.13250 5.21326 -0.22 0.11 0.23 0.2946
H 4.34577 -4.33545 7.72487 0.61 0.28 -0.28 0.2607
H 3.57278 -5.78208 7.96505 -0.44 -0.71 -0.28 0.3073
H 2.09998 -4.02522 7.67458 0.17 -0.09 0.07 0.2990
```
Forces are in eV/Å.

As for the total energy: -36244.1794 eV. Its LUMO energy is 0.18 eV. For the largest force on an atom, the calculation gives 2.786 eV Å⁻¹. For the HOMO energy, the calculation gives -9.008 eV.

# 4
This record from the Open Molecules 2025 dataset describes C20H19F5N2O in the gas phase. The level of theory is ωB97M-V/def2-TZVPD.

```
47
Properties=species:S:1:pos:R:3:forces:R:3:mulliken_charge:R:1
F -0.41803 -3.82473 0.88721 -0.06 0.10 0.01 -0.4429
C -0.89855 -2.57315 1.10478 0.17 0.17 0.14 0.2642
C -0.07647 -1.65527 1.71632 0.01 -0.34 -0.07 -0.5722
C -0.60326 -0.38028 1.88410 -0.56 -0.28 -0.26 -1.1029
N -0.04335 0.73330 2.42565 0.41 -0.01 0.14 0.1001
C -0.95547 1.75422 2.37214 -0.40 0.25 -0.04 -1.0163
C -2.12151 1.32262 1.80968 0.06 0.26 0.17 0.7406
C -1.92019 -0.05174 1.47393 0.47 -0.12 0.23 1.0560
C -2.71599 -1.02450 0.87178 0.14 -0.14 0.12 -0.1586
C -2.19603 -2.28398 0.68312 -0.02 -0.19 0.06 -0.7339
H -2.77114 -3.06475 0.21178 -0.05 -0.09 -0.07 0.4843
H -3.71242 -0.78138 0.54243 -0.09 0.01 -0.07 0.4310
C -3.34719 2.13975 1.57079 0.27 0.22 -0.31 -1.0798
H -4.23570 1.55654 1.81764 -0.10 0.08 0.08 0.3507
H -3.31891 3.02018 2.21581 -0.09 0.00 0.07 0.4554
C -3.45632 2.60436 0.10706 -0.18 0.14 0.43 -0.6654
N -3.88927 1.51973 -0.74903 -0.42 -0.04 -0.10 -0.0537
H -4.89853 1.46774 -0.77438 0.09 0.05 -0.07 0.2788
C -3.31176 1.45535 -2.08459 0.18 -0.11 0.05 -1.5946
C -2.19483 0.43765 -2.09305 0.12 0.03 -0.22 1.0471
C -2.41027 -0.84233 -2.59024 0.00 -0.01 -0.08 -0.7988
C -1.40523 -1.78740 -2.54461 -0.05 0.04 -0.05 -0.9563
C -0.17110 -1.48665 -1.99088 0.26 0.00 0.06 -0.5467
C 0.04467 -0.21573 -1.48368 0.02 0.19 0.05 0.0597
C -0.96010 0.74246 -1.54834 0.11 -0.08 -0.08 0.2976
H -0.75169 1.72276 -1.15163 0.04 0.18 0.09 0.3612
O 1.22312 0.20941 -0.90284 -0.32 -0.01 -0.08 -0.2289
C 2.24250 -0.73309 -0.71178 0.34 -0.26 0.10 -0.7379
C 3.31983 -0.04390 0.12509 -0.14 0.06 -0.37 0.7657
F 4.39960 -0.84642 0.24913 0.06 -0.06 -0.30 -0.3438
F 2.87462 0.17056 1.39317 -0.20 0.21 0.15 -0.2856
C 3.71501 1.32358 -0.47104 -0.55 0.27 0.28 0.2625
F 4.77945 1.84114 0.16600 0.23 -0.03 0.37 -0.2881
F 4.05670 1.17798 -1.76523 0.02 -0.26 -0.39 -0.2762
H 2.87198 2.02600 -0.39828 0.21 -0.22 0.00 0.2028
H 1.88542 -1.61377 -0.16275 0.09 0.10 -0.06 0.3892
H 2.69688 -1.04835 -1.66153 -0.08 0.04 0.13 0.4508
H 0.59487 -2.24476 -1.96325 0.11 -0.07 0.04 0.4722
H -1.57573 -2.77804 -2.93811 -0.02 -0.10 -0.03 0.4014
H -3.36923 -1.09754 -3.01523 -0.14 -0.02 -0.06 0.3607
H -2.92738 2.43347 -2.40810 -0.10 -0.08 -0.01 0.3076
H -4.07823 1.14373 -2.79809 0.05 0.06 0.02 0.5017
H -2.47347 2.94656 -0.22211 -0.05 0.03 0.01 0.2891
H -4.14263 3.46614 0.05807 0.12 -0.05 -0.07 0.3874
H -0.70865 2.72588 2.75666 0.03 0.16 0.09 0.4406
H 0.89643 0.79907 2.77768 -0.10 0.01 -0.08 0.2184
H 0.91362 -1.92030 2.05332 0.10 -0.09 0.00 0.5059
```
Forces are in eV/Å.

As for the total energy: -39663.9497 eV. Its LUMO energy is 0.71 eV. For the largest force on an atom, the calculation gives 0.676 eV Å⁻¹. For the HOMO energy, the calculation gives -7.697 eV.